i) Molecular formula: C7H16N5
Method: DFT, wB97M-V/def2-TZVPD

Charge: +1
E_LUMO (spin up / spin down): -5.180 / -3.802 eV
HOMO energy (spin up / spin down): -11.645 / -11.907 eV
Frontier orbital gap (spin up / spin down): 6.5 / 8.1 eV

Last column: natural (NBO) charge in e.
Cartesian coordinates (Å):
1 C -0.18447 0.61330 -0.47271  -0.170
2 C -1.59375 0.69637 0.00837  -0.369
3 C -0.91684 -0.14522 2.06233  0.124
4 C 0.35318 -0.75930 1.53147  -0.550
5 C 0.72529 -0.23391 0.17478  0.298
6 C 2.87722 -1.41185 0.26263  -0.421
7 C 2.35196 0.07700 -1.58904  -0.428
8 N -1.77402 0.48645 1.40080  -0.371
9 N -3.69171 -0.97703 -1.24334  -1.071
10 N -0.01257 3.23784 0.79234  -0.263
11 N -0.43982 2.78216 -0.17381  0.076
12 N 1.92491 -0.50820 -0.33655  -0.272
13 H -0.03326 0.86266 -1.50821  0.235
14 H -2.28390 0.01066 -0.54727  0.324
15 H -1.10739 -0.28353 3.11850  0.196
16 H 1.14670 -0.55773 2.25453  0.250
17 H 0.21365 -1.84527 1.49702  0.262
18 H 3.08942 -2.22978 -0.42823  0.229
19 H 3.81120 -0.88266 0.46115  0.227
20 H 2.51454 -1.83588 1.19189  0.227
21 H 1.72428 -0.26206 -2.41508  0.226
22 H 2.30951 1.16589 -1.53949  0.226
23 H 3.37643 -0.22331 -1.79268  0.234
24 H -4.26555 -0.36387 -1.81318  0.377
25 H -3.58178 -1.84727 -1.75592  0.376
26 H -1.99979 1.70906 -0.22590  0.237
27 H -0.32019 3.91000 1.48309  0.415
28 H -4.21321 -1.18452 -0.39748  0.377


ii) Molecular formula: C7H16N5
Method: DFT, wB97M-V/def2-TZVPD

Charge: +1
E_LUMO: -2.945 eV
HOMO energy: -13.469 eV
Frontier orbital gap: 10.5 eV
Structure (SMILES): CC(C)(C)[C@@]1(N)N=CNC(=[NH2+])N1

Last column: natural (NBO) charge in e.
Cartesian coordinates (Å):
1 C -2.57817 -0.90726 -0.22324  -0.611
2 C -1.35741 0.07232 -0.21406  0.034
3 C -0.96025 0.20999 -1.71381  -0.629
4 C -1.89225 1.36914 0.43602  -0.654
5 C 0.03215 -0.50680 0.69708  0.432
6 N -0.15247 -0.61934 2.08310  -0.857
7 N 0.61436 -1.74924 0.21128  -0.438
8 C 1.70151 -1.73703 -0.41771  0.270
9 N 2.52491 -0.58241 -0.66134  -0.629
10 C 2.29299 0.55986 0.04546  0.680
11 N 3.28556 1.42712 0.01431  -0.754
12 N 1.07309 0.64240 0.53304  -0.588
13 H -3.42066 -0.46667 -0.56517  0.218
14 H -2.71192 -1.15400 0.84626  0.202
15 H -2.30615 -1.84226 -0.78671  0.224
16 H -1.88032 0.46514 -2.18391  0.239
17 H -0.12089 0.87926 -1.70812  0.200
18 H -0.50003 -0.77755 -2.14904  0.219
19 H -2.85718 1.63686 0.29717  0.240
20 H -1.27040 2.17568 0.00478  0.207
21 H -1.85888 1.43215 1.47711  0.216
22 H -1.11474 -0.39727 2.30027  0.390
23 H 0.20255 -1.49703 2.46074  0.411
24 H 1.97190 -2.74115 -0.69050  0.232
25 H 3.11113 -0.63237 -1.45823  0.433
26 H 4.16087 1.23842 -0.47652  0.434
27 H 3.35502 2.17519 0.71690  0.435
28 H 0.65567 1.32687 1.12482  0.444


What should be chosen as the most stable of them? Choose ii).


i) Molecular formula: C4H12N3
Method: DFT, wB97M-V/def2-TZVPD

Charge: +2
E_LUMO (spin up / spin down): -8.082 / -11.881 eV
HOMO energy (spin up / spin down): -16.295 / -16.292 eV
Frontier orbital gap (spin up / spin down): 8.2 / 4.4 eV
2S+1: 2

Last column: Mulliken spin population.
Cartesian coordinates (Å):
1 C 1.08176 -0.46965 -1.01084  -0.004
2 C 1.04808 -1.20276 -2.14743  0.002
3 N 1.52481 -0.78439 -3.39395  0.000
4 N 0.58922 -1.05865 0.26196  0.003
5 H 1.50301 0.54664 -0.86663  -0.001
6 H 0.46161 -2.12208 -2.20743  0.000
7 H 1.18324 -1.35615 -4.15681  0.000
8 H 1.50781 0.21422 -3.59206  0.000
9 H -0.31803 -0.61763 0.50434  0.001
10 H 1.20313 -0.96187 1.06882  0.000
11 H 0.47042 -2.07964 0.13152  -0.001
12 C -0.93762 1.72700 0.89587  0.372
13 C -0.83628 0.97896 2.01884  0.108
14 N -1.92906 0.74926 2.84591  0.460
15 H -1.84976 2.34730 0.80348  0.017
16 H -0.25031 1.77944 0.06556  0.052
17 H 0.12240 0.53496 2.35991  0.008
18 H -2.79385 1.14658 2.56608  -0.007
19 H -1.78058 0.62845 3.85285  -0.009


ii) Molecular formula: C4H12N3
Method: DFT, wB97M-V/def2-TZVPD

Charge: +2
E_LUMO (spin up / spin down): -7.080 / -11.955 eV
HOMO energy (spin up / spin down): -16.935 / -16.896 eV
Frontier orbital gap (spin up / spin down): 9.9 / 4.9 eV
2S+1: 2

Last column: Mulliken spin population.
Cartesian coordinates (Å):
1 C -1.88596 0.17366 -0.19401  0.030
2 C -0.67029 0.15600 0.79962  0.058
3 C 0.61207 -0.18554 0.07461  -0.008
4 C 1.55462 0.77024 -0.14083  0.007
5 N 2.61866 0.69179 -0.96283  0.006
6 N 1.02661 -1.62017 0.06490  0.004
7 N -3.08677 0.40552 0.49171  0.847
8 H -1.75080 0.92473 -0.95015  0.014
9 H -1.91365 -0.78129 -0.72804  0.086
10 H -0.67019 1.09703 1.29363  -0.006
11 H -0.81327 -0.57932 1.55860  -0.002
12 H 1.42484 1.69740 0.40397  0.001
13 H 3.55922 0.95757 -0.64960  0.000
14 H 2.52351 0.47065 -1.92968  0.000
15 H 0.86791 -2.04153 0.95352  0.000
16 H 0.59918 -2.19572 -0.69117  0.002
17 H 2.03141 -1.65961 -0.16346  0.000
18 H -3.26517 -0.16126 1.30439  -0.019
19 H -3.94335 0.73339 0.01317  -0.019


What should be chosen as the most stable of them? Choose ii).


i) Molecular formula: C19H11BrN2O6SSe2Te2Ti
Method: DFT, wB97M-V/def2-TZVPD

Charge: -2
E_LUMO: 3.889 eV
HOMO energy: -1.328 eV
Frontier orbital gap: 5.2 eV

Last column: natural (NBO) charge in e.
Cartesian coordinates (Å):
1 Ti 1.19544 0.18331 -0.69946  1.228
2 O 0.43045 -3.87195 -0.31601  -0.629
3 C 0.60639 -2.67842 -0.16531  0.775
4 O 0.85797 -1.79539 -1.06986  -0.720
5 C 0.74395 -2.10289 1.22780  0.137
6 C 0.55016 -2.76716 2.42514  -0.209
7 C 0.68230 -2.03942 3.60073  -0.171
8 C 0.99777 -0.68623 3.55637  -0.219
9 C 1.17673 -0.10197 2.31558  0.128
10 N 1.05044 -0.81777 1.21141  -0.430
11 C 1.49357 1.35693 2.02908  0.764
12 O 1.66054 2.12846 2.96019  -0.649
13 O 1.54759 1.60883 0.77148  -0.703
14 H 0.29271 -3.81657 2.40725  0.237
15 H 0.53088 -2.52686 4.55668  0.204
16 H 1.10637 -0.07777 4.44310  0.235
17 Se 2.07404 2.19580 -2.22585  -0.060
18 Te 0.37673 3.89990 -2.72903  -0.386
19 Te -0.82190 0.60010 -4.43600  -0.419
20 Se 1.33664 0.10711 -3.35569  -0.055
21 S 3.58926 -0.26272 -0.69162  -0.193
22 C 3.70871 -1.98870 -0.32860  -0.137
23 C 3.44711 -2.96017 -1.29304  -0.215
24 C 3.54537 -4.30737 -0.98235  -0.198
25 C 3.90771 -4.71344 0.29510  -0.265
26 C 4.16326 -3.75438 1.26579  -0.167
27 C 4.06321 -2.40465 0.95687  -0.273
28 H 3.11381 -2.64648 -2.27599  0.234
29 H 3.30498 -5.04420 -1.73876  0.205
30 H 3.96885 -5.76771 0.53684  0.193
31 H 4.43114 -4.05548 2.27257  0.185
32 H 4.24828 -1.65169 1.71401  0.215
33 Br -6.07290 2.49908 -3.31783  0.003
34 C -4.52421 2.55498 -2.21446  -0.138
35 C -4.13656 3.76369 -1.65893  0.006
36 N -3.06060 3.88261 -0.89289  -0.414
37 C -2.32657 2.78966 -0.67820  0.082
38 C -2.67543 1.53422 -1.16095  -0.166
39 C -3.80219 1.40951 -1.95732  -0.146
40 C -1.89614 0.29863 -0.80397  0.818
41 O -2.44211 -0.77821 -0.72367  -0.604
42 O -0.65685 0.54832 -0.47113  -0.751
43 H -4.71698 4.66098 -1.84470  0.185
44 H -1.42159 2.91006 -0.09598  0.231
45 H -4.07527 0.44105 -2.35239  0.250


ii) Molecular formula: C19H11BrN2O6SSe2Te2Ti
Method: DFT, wB97M-V/def2-TZVPD

Charge: -2
E_LUMO: 3.656 eV
HOMO energy: -1.112 eV
Frontier orbital gap: 4.8 eV

Last column: natural (NBO) charge in e.
Cartesian coordinates (Å):
1 Ti 0.03167 0.31517 -0.17616  1.155
2 O 2.98961 -1.02039 -2.46432  -0.628
3 C 2.30279 -0.51227 -1.59560  0.782
4 O 1.05269 -0.69997 -1.38830  -0.689
5 C 2.87111 0.48684 -0.60305  0.123
6 C 4.07116 1.17861 -0.65245  -0.219
7 C 4.28712 2.16837 0.30163  -0.176
8 C 3.30838 2.44692 1.24961  -0.213
9 C 2.14350 1.69566 1.22995  0.142
10 N 1.97348 0.72503 0.34238  -0.419
11 C 0.86305 1.91510 2.02425  0.770
12 O 0.78777 2.77287 2.88766  -0.648
13 O -0.06834 1.13110 1.62723  -0.711
14 H 4.78149 0.96913 -1.43932  0.232
15 H 5.20054 2.74689 0.27836  0.204
16 H 3.41877 3.24752 1.96589  0.231
17 Se -1.79708 -1.25060 -0.46110  -0.230
18 Te -2.70059 -0.58806 1.72852  0.065
19 Te -0.63476 -1.54777 3.30983  -0.042
20 Se 0.98724 -1.78230 1.43876  -0.439
21 S -1.11605 0.85834 -2.89256  -0.331
22 C -0.98608 -0.08820 -4.33299  -0.151
23 C 0.04555 -1.02145 -4.47143  -0.200
24 C 0.13869 -1.80158 -5.60060  -0.216
25 C -0.78880 -1.66770 -6.62290  -0.299
26 C -1.81210 -0.73820 -6.50124  -0.222
27 C -1.91488 0.04543 -5.37080  -0.260
28 H 0.76067 -1.13369 -3.67170  0.227
29 H 0.94589 -2.51810 -5.68297  0.191
30 H -0.72143 -2.29040 -7.50553  0.182
31 H -2.54088 -0.63282 -7.29871  0.183
32 H -2.72017 0.76077 -5.26248  0.204
33 Br -0.48604 7.84208 -0.78471  0.013
34 C -1.32403 6.17744 -1.16320  -0.130
35 C -2.57162 6.17034 -1.76294  -0.002
36 N -3.21113 5.04280 -2.03884  -0.417
37 C -2.64283 3.89359 -1.72169  0.086
38 C -1.39272 3.81384 -1.11303  -0.138
39 C -0.70310 4.99129 -0.82895  -0.162
40 C -0.77967 2.51117 -0.75282  0.797
41 O 0.45893 2.36376 -0.85117  -0.682
42 O -1.51421 1.59804 -0.31348  -0.635
43 H -3.06635 7.09479 -2.03833  0.188
44 H -3.18081 2.98925 -1.97526  0.235
45 H 0.26565 4.94956 -0.35042  0.247


What should be chosen as the most stable of them? Choose i).


i) Molecular formula: C6H5BN2O3
Method: DFT, wB97M-V/def2-TZVPD

Charge: 0
E_LUMO: -0.389 eV
HOMO energy: -8.968 eV
Frontier orbital gap: 8.6 eV
Structure (SMILES): OB(O)c1ccc2nonc2c1

Last column: natural (NBO) charge in e.
Cartesian coordinates (Å):
1 O 0.73139 0.02008 -2.94203  -0.905
2 B 0.38886 -0.85013 -1.94173  1.109
3 O 0.29095 -2.20151 -1.94738  -0.878
4 C -0.00604 -0.12638 -0.61907  -0.375
5 C -0.37954 1.26726 -0.57477  -0.164
6 C -0.67411 1.76918 0.69744  -0.192
7 C -0.52685 0.90679 1.81667  0.034
8 N -0.46209 1.31646 3.10313  -0.060
9 O -0.23644 0.21927 3.80915  -0.085
10 N 0.01504 -0.83406 3.02051  -0.084
11 C -0.12740 -0.40248 1.78601  0.052
12 C 0.13306 -0.94145 0.46884  -0.153
13 H 1.33296 -0.25533 -3.71708  0.505
14 H 0.29084 -2.59565 -2.82923  0.495
15 H -0.44754 1.83352 -1.48856  0.235
16 H -0.74650 2.84256 0.88286  0.231
17 H 0.42341 -1.96813 0.47525  0.234


ii) Molecular formula: C6H5BN2O3
Method: DFT, wB97M-V/def2-TZVPD

Charge: 0
E_LUMO (spin up / spin down): -1.648 / -1.741 eV
HOMO energy (spin up / spin down): -7.701 / -7.854 eV
Frontier orbital gap (spin up / spin down): 6.1 / 6.1 eV

Last column: natural (NBO) charge in e.
Cartesian coordinates (Å):
1 B -1.67575 -1.06747 -0.15610  1.066
2 C -1.09380 2.05095 0.32365  0.143
3 C 1.42150 1.65417 0.01147  -0.326
4 C 2.39801 0.64446 -0.05375  0.030
5 C -0.18212 -1.47432 -0.25611  -0.065
6 C 0.09770 1.46545 0.16417  -0.020
7 C 1.09066 -1.34466 -0.14060  0.432
8 N -2.22777 2.33404 0.31023  -0.328
9 N 2.20763 -0.69081 0.03545  -0.547
10 O 0.54485 -2.60868 0.30172  -0.501
11 O -2.25961 -0.41601 -1.18490  -0.909
12 O -2.34704 -1.59950 0.98814  -0.879
13 H 1.79386 2.63051 -0.10915  0.234
14 H 3.38059 1.02479 -0.33370  0.213
15 H 3.01907 -1.36050 0.36879  0.439
16 H -2.81555 0.35987 -1.00158  0.524
17 H -3.35223 -1.60229 0.73226  0.492


What should be chosen as the most stable of them? Choose i).